Arrangement a

Below is an isolated molecule of C7H13N, with properties calculated with wB97M-V/def2-TZVPD.

Last column: natural (NBO) charge in e.
Positions of all 21 atoms, in Å:
C (-2.375, 0.619, -0.596)  -0.6207
C (-1.078, 0.467, -1.437)  -0.3790
C (0.165, -0.083, -0.703)  -0.1875
C (0.266, -1.601, -0.163)  -0.4285
C (1.207, -1.421, 1.023)  -0.2270
N (1.800, -0.106, 0.614)  -0.4232
C (1.769, 1.293, 1.125)  -0.2029
C (0.569, 0.679, 0.535)  -0.1256
H (-2.239, 1.634, -0.229)  0.2113
H (-2.402, -0.158, 0.121)  0.1982
H (-3.200, 0.550, -1.214)  0.2093
H (-0.742, 1.584, -1.687)  0.1865
H (-1.132, -0.044, -2.349)  0.1970
H (1.035, 0.180, -1.280)  0.2244
H (-0.739, -1.991, 0.051)  0.2028
H (0.606, -2.186, -1.000)  0.2154
H (0.551, -1.363, 1.967)  0.1801
H (2.020, -2.131, 1.013)  0.2104
H (2.577, 1.972, 0.802)  0.2107
H (1.548, 1.515, 2.127)  0.1862
H (-0.206, 0.589, 1.281)  0.1623

As for the SMILES: CC[C@@H]1CCN2C[C@@H]12. The frontier orbital gap is 9.651 eV. Its multiplicity is 1. The HOMO energy comes out at -8.5 eV. The value obtained for the molar mass is 111.2 g/mol. As for the LUMO energy: 1.17 eV.



Arrangement b

Below is an isolated molecule of C7H13N, with properties calculated with wB97M-V/def2-TZVPD.

Last column: natural (NBO) charge in e.
Positions of all 21 atoms, in Å:
C (1.895, -1.322, 1.173)  -0.3604
C (1.147, -0.864, 0.167)  -0.2232
C (0.344, 0.390, 0.131)  -0.0561
C (0.208, 1.412, 0.980)  -0.1481
C (0.874, 1.548, 2.335)  -0.6551
C (-0.436, 0.479, -1.162)  -0.4334
C (-1.709, -0.352, -1.141)  -0.2170
N (-1.856, -1.174, -2.344)  -0.8655
H (2.143, -0.738, 2.045)  0.1795
H (2.500, -2.224, 1.217)  0.1991
H (1.115, -1.486, -0.724)  0.2095
H (-0.356, 2.306, 0.774)  0.1970
H (0.924, 2.566, 2.661)  0.2178
H (0.236, 1.186, 3.169)  0.2185
H (1.783, 0.969, 2.297)  0.2122
H (0.182, 0.123, -1.999)  0.2170
H (-0.652, 1.493, -1.486)  0.2061
H (-1.620, -1.024, -0.271)  0.1872
H (-2.587, 0.308, -0.978)  0.1886
H (-1.848, -2.172, -2.191)  0.3635
H (-2.644, -0.977, -2.943)  0.3630

As for the SMILES: C=C/C(=C\C)CCN. The frontier orbital gap is 9.587 eV. Its multiplicity is 1. The HOMO energy comes out at -8.5 eV. The value obtained for the molar mass is 111.2 g/mol. As for the LUMO energy: 1.09 eV.



Energetically preferred structure: arrangement b | next structure: +64.5 kcal/mol